No. 1
26
Properties=species:S:1:pos:R:3:mulliken_charge:R:1 method="wB97M-V/def2-TZVPD" energy_ha=-489.001066 smiles="CC1=C(C)CCC1.O/B=C/O" gap_ev=7.5 molar_mass_g_mol=154.018 homo_ev=-7.48
C -1.703 -0.009 0.384 -2.02
C -0.405 -0.298 -0.339 0.90
C 0.003 0.006 -1.513 0.63
C -0.626 0.757 -2.693 -1.50
C 1.404 -0.493 -1.786 -0.74
C 1.896 -0.654 -0.367 -0.81
C 0.650 -1.150 0.358 -0.92
H -1.973 0.976 0.488 0.37
H -1.639 -0.525 1.282 0.50
H -2.490 -0.568 -0.162 0.44
H -0.398 0.220 -3.602 0.37
H -0.226 1.765 -2.573 0.32
H -1.644 0.843 -2.465 0.42
H 2.050 0.114 -2.436 0.37
H 1.371 -1.514 -2.233 0.28
H 2.127 0.243 0.033 0.28
H 2.629 -1.332 -0.357 0.57
H 0.977 -0.941 1.404 0.50
H 0.515 -2.226 0.161 0.34
O -1.725 1.574 3.633 -0.43
B -0.423 1.613 3.478 0.26
C 0.698 1.360 2.462 -0.13
O 2.118 1.178 2.399 -0.52
H -2.379 2.155 3.309 0.33
H 0.334 0.405 2.113 -0.06
H 2.226 0.863 1.537 0.27

No. 2
33
Properties=species:S:1:pos:R:3:mulliken_charge:R:1 method="wB97M-V/def2-TZVPD" energy_ha=-985.159536 gap_ev=4.4 molar_mass_g_mol=262.219 total_charge=-2 homo_ev=0.21
Be 0.726 -0.588 0.092 0.93
C -1.362 -2.626 -0.340 0.61
O -1.686 -1.411 0.072 -0.70
O -1.848 -3.730 0.021 -0.82
O -0.211 -2.608 -0.947 -0.80
C 2.999 -2.032 0.621 0.71
O 2.762 -1.566 -0.534 -0.67
O 2.353 -1.439 1.592 -0.72
O 3.683 -3.077 0.815 -0.84
C -0.433 -1.009 -2.941 -1.08
O 0.113 -0.185 -1.964 0.07
C -0.158 1.196 -2.250 -0.64
C 0.741 1.937 -1.319 -0.88
N 0.536 1.739 0.088 -0.07
C -0.827 1.912 0.642 -0.55
C -0.685 1.568 2.106 -0.83
O -0.249 0.257 2.104 0.02
C -0.580 -0.602 3.209 -0.92
H -0.420 -1.997 -2.474 0.31
H -0.012 -0.937 -3.948 0.31
H -1.493 -0.745 -3.041 0.41
H -1.183 1.452 -1.954 0.31
H -0.139 1.426 -3.316 0.46
H 0.632 3.031 -1.365 0.51
H 1.764 1.765 -1.659 0.30
H 1.176 2.369 0.552 0.19
H -1.635 1.345 0.182 0.30
H -1.104 2.971 0.561 0.46
H -1.612 1.654 2.678 0.45
H 0.047 2.300 2.468 0.28
H 0.037 -0.350 4.073 0.27
H -0.280 -1.573 2.818 0.20
H -1.649 -0.445 3.356 0.43

No. 3
34
Properties=species:S:1:pos:R:3:mulliken_charge:R:1 method="wB97M-V/def2-TZVPD" energy_ha=-2853.957041 gap_ev=7.6 molar_mass_g_mol=370.047 total_charge=-1 homo_ev=-4.76
O 0.099 -0.187 -1.136 -0.67
V 0.198 -0.018 0.370 1.43
O 1.682 0.756 0.509 -0.87
C 2.536 -1.960 -0.281 -0.97
C 1.441 -2.383 0.772 -0.71
O 0.321 -1.525 1.007 -0.78
H 2.078 -1.727 -1.243 0.20
H 3.119 -2.863 -0.462 0.44
H 3.161 -1.176 0.147 0.17
H 1.986 -2.595 1.692 0.34
H 1.099 -3.399 0.577 0.44
C -1.857 0.941 1.020 0.48
O -1.450 -0.235 0.444 0.22
O -0.593 1.571 1.053 -0.81
C -3.112 1.674 0.481 0.64
F -3.095 1.711 -0.882 -0.25
F -4.163 0.899 0.730 -0.28
F -3.508 2.900 0.963 -0.28
C -2.148 -1.462 0.663 -0.31
C -1.662 -2.472 -0.395 -1.02
H -1.971 -2.286 -1.423 0.27
H -0.631 -2.827 -0.376 0.07
H -2.119 -3.434 -0.160 0.44
H -3.194 -1.406 0.360 0.26
H -2.090 -1.716 1.721 0.40
H -2.257 0.712 2.008 0.17
Cl 3.534 3.177 -2.494 -0.28
C 2.457 2.339 -1.464 -0.05
C 1.683 3.195 -0.432 -0.16
Cl 0.170 3.871 -1.246 -0.26
H 3.072 1.547 -1.037 0.07
H 1.640 1.804 -1.947 0.18
H 2.196 4.019 0.064 0.41
H 1.377 2.557 0.397 0.08

No. 4
30
Properties=species:S:1:pos:R:3:mulliken_charge:R:1 method="wB97M-V/def2-TZVPD" energy_ha=-3129.699804 smiles=ClCCCl.ClCCCl.ClCCCl.CC#N gap_ev=11.1 molar_mass_g_mol=337.933 homo_ev=-10.90
Cl 3.502 0.576 9.853 -0.18
C 2.520 -0.896 9.386 -0.43
C 2.361 -1.058 7.848 -0.41
Cl 1.104 0.036 7.224 -0.18
H 1.495 -0.868 9.755 0.31
H 3.002 -1.720 9.911 0.31
H 2.106 -2.075 7.551 0.30
H 3.271 -0.713 7.356 0.28
Cl -3.896 -2.864 -7.627 -0.19
C -2.634 -2.117 -8.595 -0.40
C -2.013 -0.837 -7.932 -0.45
Cl -0.630 -0.184 -8.846 -0.19
H -3.168 -1.765 -9.477 0.27
H -1.872 -2.861 -8.824 0.33
H -1.598 -1.104 -6.960 0.28
H -2.771 -0.107 -7.650 0.35
Cl 1.126 -2.577 1.587 -0.19
C 1.031 -0.826 1.065 -0.44
C 1.815 -0.565 -0.242 -0.37
Cl 0.739 -1.000 -1.555 -0.18
H 1.443 -0.171 1.832 0.30
H -0.022 -0.547 1.037 0.31
H 2.750 -1.107 -0.385 0.33
H 1.973 0.510 -0.337 0.24
C -1.782 3.673 -0.957 -0.67
C -2.279 5.015 -1.068 0.29
N -2.638 6.123 -1.124 -0.35
H -2.319 3.059 -0.234 0.26
H -0.738 3.780 -0.664 0.21
H -1.876 3.190 -1.930 0.25

No. 5
29
Properties=species:S:1:pos:R:3:mulliken_spin:R:1 method="wB97M-V/def2-TZVPD" energy_ha=-2117.474290 spin_multiplicity=5 gap_ev="6.6 / 6.6" molar_mass_g_mol=472.414 total_charge=-1 homo_ev="-4.05 / -4.06"
In 0.006 0.225 1.155 -0.01
Cl 2.339 -0.904 1.233 0.00
C -0.147 1.237 3.050 0.00
H -1.211 1.258 3.324 0.00
H 0.265 2.253 2.950 0.00
H 0.453 0.635 3.746 0.00
Ho 2.409 0.966 -1.167 4.06
C 2.418 -0.406 -3.052 -0.02
C 4.155 2.491 -0.889 -0.02
C 0.517 2.052 -1.188 -0.02
H 3.713 3.495 -0.815 0.00
H 4.728 2.282 0.033 0.00
H 4.839 2.455 -1.754 0.00
H 1.490 -0.199 -3.605 0.00
H 3.285 -0.175 -3.694 0.00
H 2.442 -1.477 -2.780 0.00
H 0.283 2.931 -0.562 0.00
H -0.426 1.711 -1.642 0.00
O -0.461 -2.938 0.313 0.00
C -1.498 -2.343 0.464 0.00
C -2.943 -2.886 0.404 0.00
C -3.846 -1.654 0.511 0.00
C -2.894 -0.475 0.709 0.00
O -3.163 0.707 0.834 0.00
N -1.608 -0.983 0.730 0.00
H -3.092 -3.437 -0.544 0.00
H -3.099 -3.575 1.257 0.00
H -4.438 -1.514 -0.402 0.00
H -4.517 -1.735 1.381 0.00

No. 6
27
Properties=species:S:1:pos:R:3:mulliken_charge:R:1 method="wB97M-V/def2-TZVPD" energy_ha=-937.829384 gap_ev="7.2 / 7.6" molar_mass_g_mol=188.682 total_charge=+1 homo_ev="-11.21 / -11.48"
C -0.769 -2.234 2.437 -0.65
C -1.473 0.579 -3.169 -0.28
C -0.365 -2.342 1.217 0.14
C 1.406 -0.154 -0.121 -1.20
C -1.309 -0.362 -0.246 -0.46
C 0.585 1.124 0.056 0.30
C -0.628 -0.957 -1.425 0.01
C 1.166 1.757 1.373 -1.32
N -0.561 0.060 -2.448 -0.45
N -0.771 0.793 0.247 0.01
N 0.805 -1.074 -1.095 0.09
Cl 0.676 -3.518 0.381 -0.24
H -0.738 -2.976 3.187 0.32
H -1.373 -1.370 2.696 0.19
H -1.196 1.362 -3.809 0.31
H -2.560 0.235 -3.135 0.23
H 2.381 0.093 -0.530 0.41
H 1.480 -0.565 0.832 0.50
H -2.395 -0.392 -0.111 0.35
H 0.788 1.945 -0.633 0.22
H -1.212 -1.918 -1.546 0.34
H 0.409 2.414 1.757 0.43
H 2.113 2.216 0.986 0.37
H 1.425 0.825 1.942 0.33
H -1.176 1.049 1.132 0.31
H 1.330 -0.666 -1.991 0.47
H 0.973 -2.095 -0.698 0.25